Entry 1:
Molecular formula: C20H30ClO2Pb
Method: DFT, ωB97M-V/def2-TZVPD

XYZ file:
```
54
Properties=species:S:1:pos:R:3:forces:R:3
O -0.1070 -0.1240 -2.6396 0.5 0.1 -1.2
C 0.9668 -0.4749 -3.5744 -0.3 0.2 0.4
C 0.4036 0.4384 -4.6677 0.0 -0.1 0.4
H 0.9251 -1.5394 -3.8278 0.2 0.1 0.2
H 1.9361 -0.1581 -3.1531 -0.3 -0.4 -0.2
C -0.7361 0.7682 -3.6472 0.0 -0.3 0.3
H 0.1426 -0.1118 -5.5773 -0.1 0.4 0.3
H 1.0862 1.2679 -4.8791 -0.4 0.0 -0.1
C -2.1334 0.2053 -3.9138 0.0 0.3 -0.1
H -2.1010 -0.8890 -3.9782 0.0 0.3 0.1
H -2.5676 0.5890 -4.8487 0.2 0.0 0.2
H -2.7940 0.5172 -3.0862 0.2 -0.3 -0.3
C -0.7806 2.2029 -3.1239 -0.1 -0.1 0.0
H 0.2286 2.5896 -2.9291 -0.3 -0.2 0.0
H -1.3609 2.2220 -2.1836 0.3 0.0 -0.3
H -1.2747 2.8640 -3.8570 0.1 -0.2 0.2
Pb 0.2335 -0.5761 -0.1104 -0.5 1.3 1.0
C 1.2372 1.8513 1.7376 0.5 0.4 -0.5
C 2.2358 0.8429 1.6372 -0.1 0.2 -0.5
C 2.7752 0.8878 0.3095 -0.4 0.2 0.2
H 2.5929 0.2042 2.4462 -0.2 0.1 -0.3
C 2.1108 1.9360 -0.3972 -0.1 0.0 0.5
C 1.1667 2.5341 0.4887 0.7 -0.5 0.4
H 0.5472 3.3993 0.2721 0.0 -0.2 0.0
H 0.7143 2.1454 2.6514 0.0 -0.3 -0.4
H 3.5947 0.2725 -0.0647 -0.2 0.2 0.1
H 2.3637 2.2884 -1.4034 -0.2 -0.2 0.3
C -1.9517 -0.5293 2.0718 -0.5 0.1 -1.1
C -2.3688 0.6538 1.3894 -0.4 -1.1 -0.6
C -2.8088 0.2862 0.0746 0.2 -0.8 1.2
H -2.4441 1.6402 1.8279 0.3 0.0 -0.1
C -2.6747 -1.1347 -0.0560 0.2 0.6 0.8
C -2.1433 -1.6433 1.1825 -0.2 1.1 -0.3
H -2.0194 -2.6897 1.4286 0.1 0.0 0.0
H -1.6193 -0.5827 3.1035 0.0 0.0 -0.2
H -3.2621 0.9465 -0.6520 0.1 0.1 -0.1
H -3.0039 -1.7342 -0.9028 0.2 0.1 0.2
O 0.7422 -1.5541 -7.3054 0.3 -0.1 -1.8
C 0.2175 -0.5258 -8.1877 0.2 0.5 0.4
C 0.4311 -0.9381 -9.6540 -0.2 -0.7 0.7
H 0.7578 0.4176 -7.9894 -0.1 -0.3 0.1
H -0.8340 -0.3521 -7.9277 0.2 -0.1 -0.1
C 1.6025 -1.9341 -9.5542 0.1 0.8 0.7
H 0.6389 -0.0757 -10.2803 0.0 0.0 -0.1
H -0.4584 -1.4554 -10.0219 0.0 0.1 -0.1
C 1.4029 -2.5333 -8.1482 -0.2 -0.4 0.0
H 2.5481 -1.3728 -9.5945 -0.2 -0.3 0.0
H 1.5958 -2.6862 -10.3392 0.0 0.0 0.0
H 2.3431 -2.8420 -7.6751 -0.2 0.2 0.0
H 0.7650 -3.4311 -8.2399 0.1 0.3 0.2
Cl 0.4171 -3.6595 -1.1598 -1.0 -1.4 -1.0
C 1.4118 -2.6020 -0.2273 1.0 0.9 0.7
H 1.4993 -2.9796 0.7941 0.2 -0.1 -0.2
H 2.3798 -2.4914 -0.7222 0.0 -0.2 0.3
```
Forces are in eV/Å.

Properties
- Net charge: -1
- Orbital gap: 5.884 eV
- Relative energy (zero: lowest compared OMol25 entry of this formula, charge and spin): 0.0 kJ/mol
- Spin multiplicity: 1
- HOMO energy: -0.1343 Ha
- Maximum force: 2.0 eV/Å

Mulliken atomic charges, in units of e: number 1, O, carries -0.197; number 2, C, carries -0.594; number 3, C, carries -0.158; number 4, H, carries 0.246; number 5, H, carries 0.240; number 6, C, carries 1.355; number 7, H, carries -0.253; number 8, H, carries 0.386; number 9, C, carries -1.469; number 10, H, carries 0.359; number 11, H, carries 0.384; number 12, H, carries 0.240; number 13, C, carries -1.382; number 14, H, carries 0.279; number 15, H, carries 0.159; number 16, H, carries 0.398; number 17, Pb, carries 0.923; number 18, C, carries -0.456; number 19, C, carries -0.747; number 20, C, carries -0.766; number 21, H, carries 0.418; number 22, C, carries -0.370; number 23, C, carries -0.431; number 24, H, carries 0.386; number 25, H, carries 0.394; number 26, H, carries 0.441; number 27, H, carries 0.452; number 28, C, carries -0.556; number 29, C, carries -0.504; number 30, C, carries -0.424; number 31, H, carries 0.403; number 32, C, carries -0.586; number 33, C, carries -0.804; number 34, H, carries 0.501; number 35, H, carries 0.383; number 36, H, carries 0.555; number 37, H, carries 0.389; number 38, O, carries -0.365; number 39, C, carries -0.436; number 40, C, carries -0.579; number 41, H, carries 0.280; number 42, H, carries 0.296; number 43, C, carries -0.498; number 44, H, carries 0.328; number 45, H, carries 0.274; number 46, C, carries -0.518; number 47, H, carries 0.266; number 48, H, carries 0.327; number 49, H, carries 0.290; number 50, H, carries 0.262; number 51, Cl, carries -0.251; number 52, C, carries -0.994; number 53, H, carries 0.387; number 54, H, carries 0.338


Entry 2:
Molecular formula: C20H30N10
Method: DFT, ωB97M-V/def2-TZVPD

XYZ file:
```
60
Properties=species:S:1:pos:R:3:forces:R:3
C -1.3301 0.0072 -3.4335 -0.8 0.5 -2.6
C -1.4948 -1.0338 -4.4345 -0.8 0.3 0.1
N -1.6619 -1.8161 -5.2536 0.1 -0.5 -0.4
H -0.4203 0.4841 -3.7982 -0.1 0.3 0.4
H -1.1795 -0.4791 -2.4697 -1.6 0.8 -1.4
H -2.1773 0.6929 -3.4445 0.7 -0.1 -0.7
C -0.0071 1.1326 4.4892 0.3 0.1 -0.7
C -0.1913 0.2944 3.3187 -1.2 3.8 3.3
N -0.3069 -0.3697 2.4227 -4.5 0.5 5.2
H -0.4414 0.6381 5.3581 0.4 0.2 0.1
H -0.4617 2.1095 4.3247 -0.1 -0.1 0.1
H 1.0711 1.2916 4.5056 0.0 0.0 0.9
C 1.7055 -1.5366 2.7983 1.8 0.4 0.2
C 1.8738 -2.8946 2.5809 0.9 -2.4 0.4
N 2.0587 -4.0158 2.4313 -0.1 -0.4 -0.2
H 2.2255 -1.1415 3.6711 -0.1 -0.3 0.4
H 0.6417 -1.3013 2.8303 1.9 -1.9 0.4
H 2.1923 -1.0631 1.9458 -0.3 -0.1 0.5
C 1.3454 -2.6198 -3.0811 -0.3 -0.9 -0.6
C 0.0962 -3.3722 -2.7872 2.2 0.3 0.3
N -0.8285 -3.9708 -2.4920 -0.3 -0.7 -0.3
H 2.2753 -3.1880 -3.0572 -0.4 -0.6 0.0
H 1.4161 -1.7835 -2.3857 0.5 -0.9 -0.7
H 1.1591 -2.2814 -4.1004 0.4 0.5 0.0
C -2.8558 0.7114 0.0243 0.5 0.1 0.9
C -3.2539 0.3905 -1.3061 -2.8 -1.9 -5.2
N -3.5692 0.0319 -2.4052 0.0 1.6 5.9
H -1.7682 0.6644 0.0796 -0.7 0.2 -0.5
H -3.1875 -0.0066 0.7742 -0.4 -0.2 -0.2
H -3.1078 1.7096 0.3825 -0.3 0.0 -0.4
C -2.5858 -2.8922 -0.8424 -0.5 1.0 0.0
C -1.6449 -2.3993 0.1567 1.2 -1.0 1.7
N -0.8746 -2.0330 0.9562 -4.2 -5.7 -1.5
H -2.3301 -2.3140 -1.7304 -0.5 -0.3 -0.3
H -3.5895 -2.6080 -0.5264 -0.1 0.0 0.0
H -2.5525 -3.9530 -1.0909 0.3 0.3 0.4
C 1.7390 1.4647 -2.3444 1.2 1.0 -2.1
C 2.4084 2.0198 -3.6012 -0.7 0.2 1.5
N 2.9773 2.4134 -4.5201 -0.2 -0.1 0.1
H 1.5278 2.1914 -1.5599 0.3 0.4 -0.3
H 2.4896 0.7596 -1.9872 -0.6 -0.3 0.2
H 0.7871 1.0132 -2.6237 0.9 0.3 0.0
C 2.8416 1.9660 2.0074 -1.0 0.3 0.2
C 2.7624 0.8531 1.0463 0.8 -3.6 -2.3
N 2.6761 -0.1227 0.3644 1.4 4.8 2.4
H 1.9265 2.5439 1.8784 0.1 0.4 -0.4
H 3.7051 2.6300 1.9682 0.0 -0.3 -0.5
H 2.7204 1.6806 3.0523 0.4 -0.8 -0.1
C 0.0623 -0.2935 0.5720 4.2 -0.3 -3.7
C 0.1928 -0.5020 -0.8579 0.4 -0.5 -0.3
N 0.2405 -0.6546 -2.0071 1.8 -0.4 4.4
H 0.6163 -0.9292 1.2627 0.6 -0.5 -3.2
H -0.9781 -0.3312 0.8947 1.0 0.9 -1.5
H 0.5440 0.6683 0.7480 0.8 -2.4 -0.6
C -1.0144 4.0019 2.1110 -0.3 -0.2 0.1
C -0.7834 2.7082 1.4191 1.3 -0.2 -0.3
N -0.4420 1.7349 0.8621 -3.9 9.0 1.0
H -0.1018 4.5296 2.3879 0.3 -0.4 -0.1
H -1.5820 3.8580 3.0304 -0.1 -0.1 -0.1
H -1.5560 4.7114 1.4854 -0.2 -0.3 -0.2
```
Forces are in eV/Å.

Properties
- Orbital gap: 8.319 eV
- Relative energy (zero: lowest compared OMol25 entry of this formula, charge and spin): 1530.9 kJ/mol
- Spin multiplicity: 1
- HOMO energy: -0.3331 Ha
- Maximum force: 9.8 eV/Å

Mulliken atomic charges, in units of e: number 1, C, carries 0.512; number 2, C, carries 0.006; number 3, N, carries -0.561; number 4, H, carries 0.101; number 5, H, carries -0.964; number 6, H, carries 0.735; number 7, C, carries -1.039; number 8, C, carries 0.445; number 9, N, carries 0.049; number 10, H, carries 0.373; number 11, H, carries 0.148; number 12, H, carries 0.237; number 13, C, carries -0.244; number 14, C, carries 0.243; number 15, N, carries -0.605; number 16, H, carries 0.469; number 17, H, carries 0.038; number 18, H, carries 0.001; number 19, C, carries -0.657; number 20, C, carries 0.387; number 21, N, carries -0.455; number 22, H, carries 0.399; number 23, H, carries 0.073; number 24, H, carries 0.307; number 25, C, carries 0.295; number 26, C, carries 0.428; number 27, N, carries -0.630; number 28, H, carries -0.420; number 29, H, carries 0.261; number 30, H, carries 0.480; number 31, C, carries -1.325; number 32, C, carries 0.672; number 33, N, carries -0.265; number 34, H, carries 0.242; number 35, H, carries 0.333; number 36, H, carries 0.431; number 37, C, carries 0.159; number 38, C, carries 0.107; number 39, N, carries -0.459; number 40, H, carries 0.267; number 41, H, carries 0.202; number 42, H, carries -0.363; number 43, C, carries -0.955; number 44, C, carries 1.083; number 45, N, carries -0.661; number 46, H, carries 0.073; number 47, H, carries 0.417; number 48, H, carries 0.220; number 49, C, carries -1.076; number 50, C, carries 1.235; number 51, N, carries -0.775; number 52, H, carries 0.202; number 53, H, carries 0.751; number 54, H, carries -1.008; number 55, C, carries -1.594; number 56, C, carries 0.768; number 57, N, carries -0.205; number 58, H, carries 0.347; number 59, H, carries 0.351; number 60, H, carries 0.415